Record 1
Computed, not measured: C15H31ClP2V as an isolated structure, with ωB97M-V/def2-TZVPD.

Element x y z (Å)
1 P 4.759 1.507 -0.936
2 P 4.476 0.487 2.579
3 C 5.724 1.566 0.577
4 C 5.713 0.200 1.212
5 H 5.166 2.338 1.159
6 H 6.732 2.001 0.515
7 H 5.406 -0.637 0.581
8 H 6.671 -0.025 1.665
9 C 5.645 1.482 3.634
10 H 5.054 1.912 4.466
11 H 6.205 2.233 3.045
12 H 6.439 0.848 4.089
13 C 5.125 -1.042 3.394
14 H 6.108 -0.764 3.811
15 H 5.350 -1.901 2.753
16 H 4.537 -1.358 4.256
17 C 4.810 3.129 -1.806
18 H 3.986 3.093 -2.546
19 H 5.753 3.356 -2.345
20 H 4.576 3.915 -1.068
21 C 6.574 0.920 -1.660
22 H 6.852 -0.045 -1.207
23 H 7.305 1.664 -1.311
24 H 6.716 0.879 -2.745
25 V 2.524 2.863 1.009
26 C 2.620 -3.848 1.226
27 C 2.471 -2.522 1.150
28 C 2.382 -1.592 -0.011
29 C 3.165 -1.758 -1.337
30 C 4.654 -2.354 -1.326
31 C 4.945 -3.556 -0.802
32 C 4.169 -4.751 -0.344
33 C 2.633 -4.589 -0.047
34 C 0.550 4.011 0.418
35 H 2.340 -4.507 2.065
36 H 2.386 -1.905 2.067
37 H 2.649 -0.671 0.544
38 H 1.329 -1.373 -0.340
39 H 2.402 -2.149 -2.075
40 H 3.262 -0.697 -1.652
41 H 5.352 -1.735 -1.938
42 H 6.006 -3.779 -0.734
43 H 4.667 -5.220 0.558
44 H 4.213 -5.407 -1.251
45 H 2.168 -4.046 -0.903
46 H 2.204 -5.617 0.065
47 H 0.150 3.300 1.147
48 H 0.022 3.804 -0.512
49 H 0.137 4.964 0.738
50 Cl 3.555 4.414 2.136

Output
energy relative to the best compared isomer or geometry (same formula, charge and spin): 0.0 kcal/mol
2S+1: 4
calculated total energy: -72839.3553 eV
HOMO-LUMO gap (alpha / beta): 7.83 / 7.72 eV
M: 359.8 g mol⁻¹
LUMO (alpha / beta): -0.20 / -0.38 eV

Charges in e, computed with natural (NBO), in the same order as the atoms: number 1, P, carries 0.756; number 2, P, carries 0.788; number 3, C, carries -0.765; number 4, C, carries -0.716; number 5, H, carries 0.217; number 6, H, carries 0.235; number 7, H, carries 0.254; number 8, H, carries 0.230; number 9, C, carries -0.918; number 10, H, carries 0.240; number 11, H, carries 0.238; number 12, H, carries 0.214; number 13, C, carries -0.918; number 14, H, carries 0.214; number 15, H, carries 0.237; number 16, H, carries 0.226; number 17, C, carries -0.957; number 18, H, carries 0.242; number 19, H, carries 0.240; number 20, H, carries 0.245; number 21, C, carries -0.831; number 22, H, carries 0.216; number 23, H, carries 0.205; number 24, H, carries 0.215; number 25, V, carries 1.093; number 26, C, carries -0.205; number 27, C, carries -0.177; number 28, C, carries -0.457; number 29, C, carries -0.467; number 30, C, carries -0.228; number 31, C, carries -0.161; number 32, C, carries -0.433; number 33, C, carries -0.443; number 34, C, carries -1.160; number 35, H, carries 0.221; number 36, H, carries 0.193; number 37, H, carries 0.199; number 38, H, carries 0.225; number 39, H, carries 0.214; number 40, H, carries 0.229; number 41, H, carries 0.220; number 42, H, carries 0.197; number 43, H, carries 0.217; number 44, H, carries 0.225; number 45, H, carries 0.213; number 46, H, carries 0.214; number 47, H, carries 0.145; number 48, H, carries 0.194; number 49, H, carries 0.218; number 50, Cl, carries -0.592

=====

Record 2
Computed, not measured: C15H31INiP2 as an isolated structure, with ωB97M-V/def2-TZVPD.

Element x y z (Å)
1 P 0.579 1.062 -2.010
2 P 1.307 -1.852 0.867
3 C 1.918 -0.131 -1.541
4 C 1.678 -1.536 -0.949
5 H 2.625 0.453 -0.919
6 H 2.447 -0.258 -2.512
7 H 0.941 -2.094 -1.551
8 H 2.619 -2.101 -1.103
9 C 2.756 -1.452 1.831
10 H 2.469 -1.363 2.889
11 H 3.228 -0.517 1.496
12 H 3.456 -2.294 1.703
13 C 1.258 -3.647 0.828
14 H 2.287 -4.028 0.782
15 H 0.701 -4.017 -0.044
16 H 0.782 -4.032 1.740
17 C 1.410 2.435 -2.712
18 H 0.716 3.280 -2.813
19 H 1.775 2.140 -3.707
20 H 2.247 2.720 -2.060
21 C -0.307 0.284 -3.401
22 H -0.498 -0.792 -3.257
23 H 0.299 0.438 -4.309
24 H -1.287 0.769 -3.542
25 Ni -2.539 2.457 3.488
26 C -0.284 -1.480 1.519
27 C 0.253 -0.220 2.037
28 C 0.589 0.871 1.180
29 C -0.281 1.941 0.522
30 C -0.693 1.622 -0.968
31 C -1.733 0.594 -1.100
32 C -1.399 -0.711 -0.668
33 C -1.579 -1.386 0.687
34 C -3.747 2.323 1.864
35 H -0.378 -2.223 2.326
36 H 0.180 -0.002 3.086
37 H 1.090 0.382 0.371
38 H 1.462 1.349 1.618
39 H -1.132 2.177 1.148
40 H 0.345 2.857 0.499
41 H -0.873 2.621 -1.405
42 H -2.740 0.974 -0.881
43 H -0.321 -0.737 -0.825
44 H -1.762 -1.466 -1.372
45 H -2.330 -0.931 1.345
46 H -1.849 -2.443 0.537
47 H -4.674 1.699 1.820
48 H -3.737 2.627 0.769
49 H -4.251 3.252 2.259
50 I -3.025 0.388 4.439

Output
energy relative to the best compared isomer or geometry (same formula, charge and spin): 165.3 kcal/mol
2S+1: 3
calculated total energy: -83769.0460 eV
HOMO-LUMO gap (alpha / beta): 4.63 / 4.47 eV
M: 459.0 g mol⁻¹
LUMO (alpha / beta): -0.48 / -0.59 eV

Charges in e, computed with natural (NBO), in the same order as the atoms: number 1, P, carries 1.675; number 2, P, carries 1.659; number 3, C, carries -0.755; number 4, C, carries -0.730; number 5, H, carries 0.244; number 6, H, carries 0.258; number 7, H, carries 0.268; number 8, H, carries 0.249; number 9, C, carries -0.988; number 10, H, carries 0.288; number 11, H, carries 0.264; number 12, H, carries 0.253; number 13, C, carries -0.987; number 14, H, carries 0.237; number 15, H, carries 0.264; number 16, H, carries 0.262; number 17, C, carries -1.011; number 18, H, carries 0.275; number 19, H, carries 0.255; number 20, H, carries 0.254; number 21, C, carries -0.971; number 22, H, carries 0.252; number 23, H, carries 0.208; number 24, H, carries 0.307; number 25, Ni, carries 0.544; number 26, C, carries -0.601; number 27, C, carries -0.163; number 28, C, carries -0.486; number 29, C, carries -0.407; number 30, C, carries -0.579; number 31, C, carries -0.635; number 32, C, carries -0.423; number 33, C, carries -0.393; number 34, C, carries -1.278; number 35, H, carries 0.266; number 36, H, carries 0.236; number 37, H, carries 0.166; number 38, H, carries 0.219; number 39, H, carries 0.287; number 40, H, carries 0.175; number 41, H, carries 0.252; number 42, H, carries 0.226; number 43, H, carries 0.138; number 44, H, carries 0.169; number 45, H, carries 0.281; number 46, H, carries 0.191; number 47, H, carries 0.198; number 48, H, carries 0.171; number 49, H, carries 0.168; number 50, I, carries -0.751

=====

Record 3
Computed, not measured: C15H31N3O2P2Sr as an isolated structure, with ωB97M-V/def2-TZVPD.

Element x y z (Å)
1 Sr -0.323 -0.387 0.294
2 P 0.204 -3.354 -0.007
3 P -2.525 1.306 1.240
4 N 1.391 -0.159 -1.473
5 N 0.120 1.990 -0.685
6 H 2.480 1.020 -2.908
7 H 1.602 3.194 -1.738
8 H 2.881 1.349 -1.171
9 C 2.074 1.091 -1.886
10 H 0.500 2.272 -2.809
11 C 1.052 2.231 -1.836
12 H 2.499 -1.417 -2.672
13 H -0.740 3.858 -0.941
14 C 1.708 -1.318 -1.892
15 C -0.821 2.874 -0.444
16 H 2.139 -3.270 -1.368
17 C 1.200 -2.705 -1.494
18 H 0.587 -3.051 -2.344
19 H -3.823 1.172 0.639
20 H -3.120 1.836 2.448
21 H -0.588 -4.264 -0.776
22 H 1.175 -4.305 0.440
23 O -1.738 -0.965 -1.485
24 C -1.719 -0.444 -2.765
25 C -1.791 -1.484 -3.871
26 C -2.761 0.660 -2.915
27 H -0.722 0.051 -2.900
28 H -0.872 -2.076 -3.877
29 H -2.636 -2.171 -3.734
30 H -1.895 -1.005 -4.853
31 H -2.562 1.465 -2.200
32 H -2.766 1.080 -3.930
33 H -3.764 0.274 -2.691
34 C -1.959 2.793 0.391
35 H -2.526 3.707 0.559
36 O 1.016 -0.191 2.298
37 C 1.193 0.195 3.481
38 C 0.152 -0.005 4.568
39 C 0.496 -1.219 5.433
40 C 1.544 -0.886 6.495
41 C 2.896 -0.465 5.908
42 C 2.892 0.887 5.185
43 N 2.340 0.795 3.827
44 H 0.099 0.915 5.170
45 H -0.819 -0.148 4.073
46 H -0.426 -1.593 5.900
47 H 0.872 -2.031 4.792
48 H 1.169 -0.085 7.154
49 H 1.697 -1.776 7.115
50 H 3.629 -0.387 6.721
51 H 3.273 -1.254 5.240
52 H 2.334 1.622 5.792
53 H 3.919 1.251 5.066
54 H 2.908 1.127 3.046

Output
2S+1: 2
calculated total energy: -44030.4329 eV
HOMO-LUMO gap (alpha / beta): 7.94 / 5.45 eV
M: 435.0 g mol⁻¹
net charge: +1
LUMO (alpha / beta): -2.25 / -4.74 eV

Charges in e, computed with natural (NBO), in the same order as the atoms: number 1, Sr, carries 1.759; number 2, P, carries 0.218; number 3, P, carries 0.175; number 4, N, carries -0.534; number 5, N, carries -0.442; number 6, H, carries 0.212; number 7, H, carries 0.219; number 8, H, carries 0.212; number 9, C, carries -0.247; number 10, H, carries 0.230; number 11, C, carries -0.266; number 12, H, carries 0.170; number 13, H, carries 0.185; number 14, C, carries 0.202; number 15, C, carries 0.011; number 16, H, carries 0.253; number 17, C, carries -0.759; number 18, H, carries 0.284; number 19, H, carries 0.061; number 20, H, carries 0.030; number 21, H, carries 0.042; number 22, H, carries 0.005; number 23, O, carries -1.062; number 24, C, carries 0.120; number 25, C, carries -0.622; number 26, C, carries -0.621; number 27, H, carries 0.087; number 28, H, carries 0.182; number 29, H, carries 0.212; number 30, H, carries 0.205; number 31, H, carries 0.177; number 32, H, carries 0.202; number 33, H, carries 0.210; number 34, C, carries -0.375; number 35, H, carries 0.234; number 36, O, carries -0.782; number 37, C, carries 0.724; number 38, C, carries -0.505; number 39, C, carries -0.393; number 40, C, carries -0.400; number 41, C, carries -0.418; number 42, C, carries -0.226; number 43, N, carries -0.588; number 44, H, carries 0.227; number 45, H, carries 0.236; number 46, H, carries 0.229; number 47, H, carries 0.209; number 48, H, carries 0.203; number 49, H, carries 0.227; number 50, H, carries 0.231; number 51, H, carries 0.210; number 52, H, carries 0.203; number 53, H, carries 0.227; number 54, H, carries 0.414